Entry 1:
{
  "formula": "C29H28F3N2O3PS",
  "method": "the ωB97M-V functional and the def2-TZVPD basis",
  "elements": ["O", "P", "N", "C", "C", "C", "C", "C", "C", "N", "C", "S", "O", "O", "C", "C", "C", "C", "H", "H", "H", "H", "H", "H", "H", "H", "H", "H", "H", "H", "H", "F", "C", "C", "C", "C", "C", "C", "H", "H", "H", "H", "H", "F", "C", "C", "C", "C", "C", "C", "H", "H", "H", "H", "H", "F", "C", "C", "C", "C", "C", "C", "H", "H", "H", "H", "H"],
  "xyz": [[9.083, -4.082, -4.312], [8.786, -2.762, -3.764], [6.991, -2.664, -3.572], [6.280, -3.212, -4.571], [4.900, -3.226, -4.526], [4.253, -2.664, -3.427], [2.771, -2.722, -3.372], [1.962, -2.039, -4.268], [0.592, -2.135, -4.145], [0.013, -2.885, -3.199], [-1.457, -2.990, -3.028], [-2.381, -3.011, -4.585], [-1.498, -3.454, -5.618], [-3.541, -3.786, -4.299], [0.796, -3.557, -2.337], [2.171, -3.508, -2.393], [5.013, -2.079, -2.421], [6.390, -2.090, -2.518], [9.309, -2.560, -2.477], [9.085, -1.727, -4.665], [6.799, -3.660, -5.404], [4.325, -3.676, -5.317], [2.401, -1.443, -5.050], [-0.025, -1.587, -4.835], [-1.799, -2.169, -2.401], [-1.668, -3.925, -2.521], [-2.779, -1.720, -4.740], [0.328, -4.152, -1.567], [2.759, -4.058, -1.678], [4.528, -1.620, -1.576], [6.979, -1.644, -1.732], [-0.309, -4.816, 0.418], [-0.597, -3.768, 1.246], [-0.864, -2.538, 0.684], [-1.164, -1.465, 1.510], [-1.182, -1.643, 2.885], [-0.905, -2.891, 3.431], [-0.613, -3.970, 2.607], [-0.842, -2.428, -0.392], [-1.385, -0.498, 1.085], [-1.415, -0.808, 3.532], [-0.918, -3.028, 4.503], [-0.405, -4.951, 3.012], [-3.661, 0.231, 1.422], [-3.975, 1.278, 2.231], [-4.233, 2.508, 1.663], [-4.558, 3.574, 2.491], [-4.614, 3.392, 3.866], [-4.348, 2.145, 4.416], [-4.028, 1.073, 3.594], [-4.181, 2.627, 0.589], [-4.772, 4.538, 2.061], [-4.868, 4.223, 4.509], [-4.391, 2.005, 5.487], [-3.829, 0.090, 4.001], [-4.637, 6.467, 3.107], [-3.529, 7.060, 3.617], [-2.427, 6.291, 3.929], [-1.302, 6.918, 4.449], [-1.298, 8.290, 4.654], [-2.420, 9.042, 4.335], [-3.546, 8.427, 3.808], [-2.451, 5.222, 3.770], [-0.427, 6.331, 4.694], [-0.421, 8.773, 5.063], [-2.421, 10.111, 4.498], [-4.428, 8.995, 3.547]],
  "homo_lumo_gap_ev": 3.87,
  "total_energy_ev": -67909.2609,
  "total_charge": 2
}

Entry 2:
{
  "formula": "C6H11O2",
  "method": "the ωB97M-V functional and the def2-TZVPD basis",
  "elements": ["O", "C", "O", "C", "C", "C", "C", "C", "H", "H", "H", "H", "H", "H", "H", "H", "H", "H", "H"],
  "xyz": [[-0.225, -2.038, 2.966], [2.559, 1.052, 0.316], [3.768, 0.823, 0.560], [1.601, 0.176, -0.170], [0.471, 0.752, -1.072], [-0.844, 0.003, -0.833], [-2.019, 0.320, -1.572], [-1.219, -0.418, 0.509], [1.884, -0.899, -0.225], [2.056, 2.043, 0.491], [0.761, 0.722, -2.108], [0.227, 1.738, -0.721], [-0.161, -1.886, -0.355], [-3.056, 0.424, -1.277], [-2.019, 0.051, -2.699], [0.398, -1.421, 3.368], [-1.473, 0.482, 1.073], [-0.569, -0.906, 1.296], [-2.140, -1.016, 0.454]],
  "homo_lumo_gap_ev": [5.47, 5.18],
  "spin_multiplicity": 2,
  "de_lowest_kj_mol": 627.9,
  "s2": 0.777,
  "total_energy_ev": -10486.3395,
  "total_charge": -2
}

Entry 3:
{
  "formula": "C16H12F2N8O",
  "method": "the ωB97M-V functional and the def2-TZVPD basis",
  "elements": ["O", "F", "F", "N", "N", "N", "N", "C", "C", "C", "C", "C", "C", "C", "C", "C", "C", "C", "C", "C", "C", "C", "N", "N", "N", "N", "C", "H", "H", "H", "H", "H", "H", "H", "H", "H", "H", "H", "H"],
  "xyz": [[0.725, -2.931, 1.372], [-5.285, 0.139, -1.981], [2.925, 3.339, 1.731], [-2.029, -0.192, -0.305], [-2.316, -3.586, -1.517], [-1.049, 3.185, -0.115], [3.663, -0.029, 2.862], [0.197, -2.048, 0.750], [-3.158, 0.329, -0.791], [-1.253, -3.627, -0.772], [-0.094, 3.394, -1.017], [-0.465, 2.348, 0.854], [-4.147, -0.435, -1.564], [-0.922, -2.384, -0.132], [-3.885, -1.750, -1.870], [-1.857, -1.538, -0.583], [0.827, 2.073, 0.486], [3.742, 1.281, 2.646], [2.661, -0.761, 2.265], [2.867, 1.978, 1.833], [1.785, 1.281, 1.234], [1.677, -0.110, 1.473], [-0.567, -4.773, -0.742], [-2.720, -2.304, -1.374], [0.596, -0.738, 0.809], [1.059, 2.716, -0.673], [2.270, 2.686, -1.486], [-3.331, 1.366, -0.594], [-0.206, 4.001, -1.930], [-0.967, 1.970, 1.768], [-4.550, -2.334, -2.480], [4.513, 1.840, 3.138], [2.603, -1.845, 2.494], [0.069, -4.840, 0.041], [-1.068, -5.577, -1.058], [-0.009, -0.100, 0.287], [2.010, 2.892, -2.521], [2.730, 1.676, -1.417], [2.958, 3.409, -1.122]],
  "homo_lumo_gap_ev": 8.13,
  "smiles": "Cn1cncc1-c1c(F)cncc1NC(=O)c1c(N)nn2cc(F)cnc12",
  "total_energy_ev": -36189.5704,
  "total_charge": 0
}

Entry 4:
{
  "formula": "C5H14PS",
  "method": "the ωB97M-V functional and the def2-TZVPD basis",
  "elements": ["C", "C", "C", "C", "C", "P", "S", "H", "H", "H", "H", "H", "H", "H", "H", "H", "H", "H", "H", "H", "H"],
  "xyz": [[-1.975, 0.027, -1.505], [-0.441, -1.897, 1.050], [1.448, 1.983, 0.272], [-0.731, 0.977, -1.290], [0.843, -0.982, 0.732], [0.154, 0.738, 0.297], [-2.439, 1.705, 1.921], [-2.252, 0.099, -2.490], [-1.817, -0.967, -1.236], [-2.833, 0.399, -0.845], [-1.125, -1.370, 1.656], [-0.930, -2.332, 0.142], [-0.216, -2.758, 1.561], [1.155, 2.801, -0.279], [2.450, 1.728, -0.058], [1.848, 2.391, 1.223], [-1.078, 1.987, -1.311], [0.221, 0.829, -1.948], [1.459, -1.373, -0.051], [1.440, -0.973, 1.693], [-2.417, 2.847, 2.763]],
  "homo_lumo_gap_ev": [6.33, 6.29],
  "de_lowest_kj_mol": 405.5,
  "total_energy_ev": -25525.7548,
  "total_charge": 1
}

Entry 5:
{
  "formula": "C4H8O2",
  "method": "the ωB97M-V functional and the def2-TZVPD basis",
  "elements": ["C", "C", "O", "C", "C", "H", "H", "H", "H", "H", "H", "H", "H", "O"],
  "xyz": [[1.485, -1.343, -0.217], [0.808, -0.105, -0.375], [0.415, 0.498, -1.375], [0.697, 0.612, 1.014], [-0.325, 1.434, 1.267], [1.537, -2.000, -1.059], [1.866, -1.595, 0.762], [-0.492, -1.364, 0.366], [1.591, 0.521, 1.637], [-0.956, 1.736, 0.392], [-0.603, 1.750, 2.281], [-2.548, -0.611, -1.419], [-1.249, 0.189, -1.603], [-2.226, 0.279, -1.670]],
  "homo_lumo_gap_ev": 7.58,
  "de_lowest_kj_mol": 570.5,
  "total_energy_ev": -8367.3690,
  "total_charge": 0
}

Entry 6:
{
  "formula": "C3HClN2O2",
  "method": "the ωB97M-V functional and the def2-TZVPD basis",
  "elements": ["C", "C", "C", "H", "N", "N", "O", "O", "Cl"],
  "xyz": [[0.375, 0.361, -0.516], [-0.192, -0.122, 0.671], [-1.321, 0.094, 1.533], [-1.748, 1.013, 1.173], [1.317, -0.473, -1.012], [1.571, -1.335, -0.089], [0.625, -1.200, 0.802], [-1.832, -0.836, 2.325], [-0.117, 1.526, -1.682]],
  "homo_lumo_gap_ev": 8.97,
  "de_lowest_kj_mol": 288.1,
  "smiles": "O=Cc1onnc1Cl",
  "total_energy_ev": -22720.6850,
  "total_charge": 0
}